Record 1
Entry from the OMol25 dataset: a molecular structure, C16H48O16 (ωB97M-V/def2-TZVPD).

Properties
ΔE to the lowest compared entry with this formula, charge and spin: 19.1646 eV
E_tot: -1841.43873 Ha
Multiplicity: 1
Charge: 0
HOMO energy: -8.01 eV

Each line ends with the Löwdin charge.
Cartesian coordinates (Å):
C1 1.594 -0.919 3.754  -0.180
C2 0.933 -0.045 2.634  -0.136
O1 -0.444 -0.294 2.538  0.086
O2 1.791 -2.281 3.359  -0.043
H1 1.059 -0.718 4.682  0.122
H2 2.575 -0.494 3.968  0.118
H3 1.501 -0.239 1.724  0.094
H4 1.030 1.000 2.928  0.139
H5 -0.768 -0.756 3.315  0.173
H6 2.722 -2.422 3.174  0.089
C3 -1.568 -3.756 1.393  -0.197
C4 -0.676 -2.477 1.258  -0.183
O3 0.262 -2.600 0.161  -0.040
O4 -2.209 -4.093 0.170  -0.109
H7 -2.406 -3.574 2.066  0.107
H8 -1.022 -4.641 1.717  0.104
H9 -0.255 -2.333 2.253  0.096
H10 -1.208 -1.573 0.961  0.052
H11 -0.091 -1.986 -0.487  -0.062
H12 -1.654 -3.949 -0.600  -0.071
C5 -4.939 -0.581 0.381  -0.284
C6 -3.451 -0.832 0.046  -0.205
O5 -2.685 0.276 0.586  -0.041
O6 -5.479 0.604 -0.044  -0.039
H13 -4.907 -0.625 1.469  0.114
H14 -5.461 -1.465 0.015  0.115
H15 -3.314 -0.875 -1.035  0.085
H16 -3.143 -1.837 0.335  0.100
H17 -1.755 0.131 0.396  -0.237
H18 -5.369 1.279 0.630  0.090
C7 0.745 -0.203 -4.631  -0.258
C8 1.231 0.123 -3.272  -0.148
O7 0.949 -1.000 -2.444  -0.047
O8 1.593 -1.058 -5.328  -0.025
H19 0.564 0.690 -5.229  0.135
H20 -0.224 -0.694 -4.536  0.117
H21 0.824 1.081 -2.948  0.143
H22 2.307 0.228 -3.410  0.139
H23 1.640 -1.661 -2.523  0.164
H24 1.268 -1.962 -5.318  0.093
C9 0.300 0.143 -0.179  -0.112
C10 0.517 1.659 -0.101  -0.138
O9 1.090 2.061 1.112  -0.069
O10 -0.811 -0.294 0.603  -0.065
H25 1.180 -0.423 0.126  0.114
H26 0.049 -0.202 -1.182  0.067
H27 -0.420 2.164 -0.334  0.167
H28 1.214 1.868 -0.913  0.130
H29 2.004 1.777 1.032  -0.005
H30 -0.568 -0.195 1.526  -0.224
C11 3.699 2.911 0.694  -0.185
C12 3.801 1.428 0.156  -0.162
O11 2.830 0.688 0.795  -0.124
O12 4.510 3.829 -0.052  -0.040
H31 3.965 2.963 1.750  0.139
H32 2.675 3.282 0.652  0.082
H33 4.845 1.143 0.282  0.135
H34 3.525 1.318 -0.893  0.124
H35 3.067 -0.241 0.845  0.145
H36 3.969 4.143 -0.781  0.091
C13 -0.939 -3.403 -2.761  -0.097
C14 -1.607 -2.051 -2.360  -0.129
O13 -0.763 -1.373 -1.477  -0.165
O14 -1.063 -4.447 -1.720  -0.048
H37 0.100 -3.124 -2.935  0.101
H38 -1.307 -3.918 -3.648  0.122
H39 -2.561 -2.176 -1.848  0.109
H40 -1.683 -1.335 -3.178  0.128
H41 -0.192 -0.889 -2.078  -0.089
H42 -1.534 -5.174 -2.133  0.116
C15 -0.598 4.450 2.155  -0.206
C16 0.603 4.767 1.259  -0.193
O15 0.664 3.885 0.127  -0.146
O16 -1.823 5.085 1.680  -0.067
H43 -0.446 5.024 3.069  0.112
H44 -0.667 3.381 2.362  0.114
H45 1.568 4.557 1.720  0.104
H46 0.535 5.824 1.001  0.122
H47 0.860 3.004 0.455  -0.202
H48 -2.149 4.422 1.066  0.073

Cartesian forces, eV/Å:
C 0.70 0.93 -1.30
C 2.20 -0.81 3.27
O 1.87 0.69 10.74
O -0.66 0.43 0.63
H -0.42 -0.96 0.21
H 0.13 0.32 -0.13
H -1.38 -0.12 0.77
H 0.37 -0.23 -0.01
H -0.31 -0.06 -0.06
H -0.06 0.03 0.09
C 0.09 0.58 -1.31
C -1.25 -3.86 -0.03
O 1.24 -1.87 3.19
O -1.80 0.50 2.23
H 0.22 0.18 0.57
H 0.35 0.03 0.37
H 0.70 -0.52 -0.58
H -0.93 -2.98 1.03
H -0.03 -0.35 -0.16
H 0.33 -0.07 0.66
C 2.21 -1.85 1.13
C -0.33 2.37 -0.33
O -9.71 0.73 0.24
O -0.78 0.95 -0.90
H -0.49 -0.11 0.31
H -0.61 0.24 -0.15
H -0.34 0.58 -0.24
H -0.02 -0.03 0.77
H -1.03 1.13 -1.27
H 0.28 -0.13 -0.08
C -1.71 0.20 -0.92
C 1.67 0.02 -1.34
O 6.72 1.47 -3.71
O 1.03 -0.55 -0.35
H 0.26 0.16 -0.03
H -0.32 0.18 0.02
H -0.31 -0.42 0.70
H 0.21 0.29 0.45
H 0.08 -0.21 0.05
H -0.08 0.06 0.00
C -0.20 1.36 0.32
C -1.02 -5.17 -2.24
O -1.61 -2.63 2.60
O 10.03 2.37 -8.83
H -0.38 0.11 -0.58
H 1.28 3.74 3.20
H 0.15 -0.16 0.43
H 0.09 0.38 -0.19
H -0.78 -0.34 0.89
H -1.67 0.33 -1.95
C 0.02 0.31 -1.07
C 1.24 2.27 -1.14
O 2.69 -2.36 1.13
O -0.02 -0.89 0.49
H 0.45 -0.22 -0.04
H 0.41 0.00 -0.27
H -0.11 -0.51 0.22
H 0.58 0.77 -0.49
H 0.14 -0.16 -0.04
H -0.05 0.12 -0.07
C -0.53 -0.51 0.30
C -0.20 -1.37 0.02
O -7.72 -2.23 -0.75
O 1.94 0.91 -3.59
H 0.18 -0.66 0.18
H -0.24 0.76 -0.38
H 0.00 -0.38 -0.57
H -0.70 -0.70 -0.70
H -1.36 -1.35 -0.38
H -0.14 -0.10 0.24
C 0.27 2.07 0.40
C -0.12 -1.62 -0.75
O -1.53 7.03 -2.57
O 0.97 -1.55 -0.13
H 0.29 -0.46 0.43
H -0.38 0.04 -0.06
H -0.05 0.57 1.13
H 0.14 -0.13 -0.44
H 0.40 3.17 1.09
H -0.55 0.24 -0.40

---

Record 2
Entry from the OMol25 dataset: 2 unconnected molecules or ions with the total composition C2H2O3S (ωB97M-V/def2-TZVPD).

Properties
ΔE to the lowest compared entry with this formula, charge and spin: 0.3032 eV
E_tot: -701.32927 Ha
SMILES: O=C=O.O=CS
Multiplicity: 1
Charge: 0
HOMO energy: -10.05 eV

Each line ends with the natural charge from an NBO analysis.
Cartesian coordinates (Å):
O1 1.060 -2.891 -1.152  -0.502
C1 0.217 -2.135 -1.103  1.026
O2 -0.646 -1.391 -1.078  -0.524
O3 0.829 1.479 -0.200  -0.532
C2 -0.315 1.446 0.141  0.241
S1 -0.681 0.734 1.678  -0.026
H1 -1.056 1.799 -0.504  0.152
H2 0.592 0.960 2.218  0.166

Cartesian forces, eV/Å:
O 2.27 -1.93 -0.03
C -0.48 0.33 -0.11
O -1.81 1.61 0.10
O 1.10 0.56 -0.79
C 2.08 -0.82 0.71
S -0.01 0.10 1.67
H -1.95 0.49 -0.80
H -1.20 -0.33 -0.77

---

Record 3
Entry from the OMol25 dataset: a single C3H3N3O molecule (ωB97M-V/def2-TZVPD).

Properties
ΔE to the lowest compared entry with this formula, charge and spin: 0.6547 eV
E_tot: -355.61583 Ha
SMILES: O=Cn1cncn1
Multiplicity: 1
Charge: 0
HOMO energy: -10.75 eV

Each line ends with the natural charge from an NBO analysis.
Cartesian coordinates (Å):
O1 2.540 0.412 -0.243  -0.511
C1 1.726 -0.337 0.224  0.562
N1 0.344 -0.098 0.118  -0.279
C2 -0.285 1.030 -0.314  0.212
N2 -1.575 0.853 -0.312  -0.455
C3 -1.698 -0.454 0.083  0.150
N3 -0.577 -1.066 0.373  -0.267
H1 1.948 -1.261 0.780  0.152
H2 0.233 1.887 -0.710  0.229
H3 -2.643 -0.968 -0.002  0.207

Cartesian forces, eV/Å:
O -0.34 -0.29 0.30
C 0.29 0.21 -0.13
N 0.10 0.19 -0.08
C -0.07 0.00 -0.23
N 0.18 -0.23 -0.24
C -0.06 -0.13 -0.27
N -0.19 0.17 -0.04
H -0.08 0.06 -0.16
H 0.14 0.07 0.34
H 0.02 -0.04 0.50

---

Record 4
Entry from the OMol25 dataset: a molecular structure, C29H33InN8O10 (ωB97M-V/def2-TZVPD).

Properties
ΔE to the lowest compared entry with this formula, charge and spin: 1.5768 eV
E_tot: -2505.30534 Ha
Multiplicity: 1
Charge: 0
HOMO energy: -7.75 eV

Each line ends with the Löwdin charge.
Cartesian coordinates (Å):
In1 0.616 0.117 0.321  0.925
C1 3.588 1.815 0.762  -0.169
C2 3.456 0.856 1.940  -0.157
N1 2.053 0.601 2.294  -0.083
C3 1.408 1.627 3.099  -0.119
C4 0.948 2.766 2.214  -0.250
C5 0.973 4.097 2.594  -0.002
C6 0.507 5.049 1.698  -0.030
C7 0.031 4.651 0.459  0.000
C8 0.027 3.299 0.158  -0.265
C9 -0.524 2.723 -1.125  -0.111
N2 0.288 1.601 -1.588  -0.080
C10 1.489 1.960 -2.349  -0.159
C11 2.640 2.353 -1.430  -0.175
N3 2.833 1.340 -0.399  -0.067
N4 0.488 2.401 1.022  0.084
H1 3.201 2.801 1.026  0.109
H2 4.651 1.941 0.533  0.133
H3 3.907 -0.100 1.676  0.105
H4 4.000 1.270 2.796  0.127
H5 1.978 -0.317 2.718  0.127
H6 0.519 1.184 3.557  0.128
H7 2.047 2.012 3.900  0.128
H8 1.360 4.380 3.564  0.119
H9 0.524 6.099 1.963  0.114
H10 -0.334 5.370 -0.262  0.122
H11 -1.520 2.338 -0.892  0.130
H12 -0.623 3.507 -1.882  0.132
H13 -0.283 0.941 -2.109  0.099
H14 1.766 1.097 -2.954  0.099
H15 1.281 2.791 -3.032  0.130
H16 3.540 2.517 -2.030  0.132
H17 2.411 3.299 -0.936  0.112
H18 3.308 0.534 -0.789  0.111
C12 -2.849 0.819 3.692  -0.010
C13 -2.016 0.389 2.514  -0.303
N5 -1.742 1.157 1.519  0.011
O1 -2.197 2.482 1.570  -0.042
C14 -1.518 -0.978 2.473  -0.299
C15 -2.211 -2.094 3.193  -0.030
N6 -0.464 -1.250 1.734  -0.173
O2 -0.047 -2.441 1.645  -0.092
H19 -2.558 1.812 4.046  0.085
H20 -2.716 0.127 4.520  0.085
H21 -3.912 0.837 3.440  0.103
H22 -2.817 2.579 2.304  0.074
H23 -3.257 -1.856 3.394  0.077
H24 -1.716 -2.348 4.135  0.088
H25 -2.161 -2.983 2.564  0.081
O3 4.347 -1.820 0.181  0.052
C16 3.230 -1.772 -0.324  -0.578
O4 2.187 -1.309 0.271  -0.092
C17 3.077 -2.208 -1.764  -0.095
C18 3.969 -3.128 -2.304  0.006
C19 3.852 -3.529 -3.628  -0.048
C20 2.873 -2.980 -4.441  0.005
C21 2.023 -2.038 -3.897  -0.130
C22 2.090 -1.664 -2.570  0.037
N7 1.015 -1.400 -4.759  -0.329
O5 0.785 -1.909 -5.834  0.090
O6 0.538 -0.342 -4.385  0.062
H26 4.749 -3.524 -1.668  0.122
H27 4.533 -4.265 -4.033  0.108
H28 2.764 -3.263 -5.478  0.119
H29 1.348 -0.991 -2.174  0.080
O7 -0.551 -2.865 -1.844  0.096
C23 -1.198 -1.959 -1.362  -0.544
O8 -0.746 -0.756 -1.106  -0.149
C24 -2.665 -2.190 -1.068  -0.102
C25 -3.444 -1.209 -0.467  -0.003
C26 -4.774 -1.454 -0.168  0.009
C27 -5.308 -2.687 -0.495  -0.146
C28 -4.560 -3.673 -1.113  0.015
C29 -3.229 -3.417 -1.395  0.015
N8 -6.722 -2.957 -0.176  -0.354
O9 -7.206 -3.996 -0.575  0.076
O10 -7.327 -2.120 0.469  0.066
H30 -2.998 -0.254 -0.238  0.097
H31 -5.400 -0.709 0.302  0.116
H32 -5.021 -4.619 -1.356  0.119
H33 -2.604 -4.167 -1.860  0.124

Cartesian forces, eV/Å:
In 0.28 0.18 -0.01
C -0.07 -0.05 0.00
C -0.03 -0.01 -0.08
N -0.14 -0.15 0.02
C 0.01 0.02 -0.10
C -0.07 -0.03 -0.08
C -0.05 0.02 0.03
C -0.01 0.00 -0.03
C -0.01 0.02 0.04
C 0.09 -0.07 0.01
C 0.10 -0.03 0.07
N 0.00 -0.04 0.02
C 0.00 0.05 0.10
C -0.09 -0.01 0.07
N 0.00 0.09 0.08
N 0.37 0.04 -0.15
H 0.02 0.03 -0.03
H 0.04 -0.01 0.02
H -0.02 -0.04 -0.02
H 0.01 0.02 0.01
H -0.03 0.02 0.04
H 0.02 0.00 0.04
H 0.04 0.00 0.01
H 0.00 -0.01 -0.02
H 0.01 -0.02 -0.01
H 0.00 -0.01 0.01
H -0.02 0.03 -0.04
H 0.02 0.02 -0.03
H 0.00 0.00 -0.04
H -0.03 0.02 0.01
H -0.01 -0.02 -0.07
H 0.02 0.03 -0.03
H 0.03 0.00 0.03
H 0.06 0.01 -0.04
C 0.02 0.02 0.00
C -0.02 0.05 -0.18
N -0.34 -0.25 -0.06
O -0.07 -0.10 0.11
C 0.04 -0.04 0.06
C 0.00 0.06 -0.04
N -0.03 0.14 0.14
O -0.03 0.10 0.07
H 0.00 0.00 0.01
H -0.02 -0.01 -0.01
H 0.01 0.02 0.00
H -0.06 -0.02 0.04
H 0.03 0.00 0.02
H -0.01 -0.02 -0.02
H -0.02 -0.01 -0.01
O 0.03 -0.09 0.10
C -0.18 0.22 -0.08
O 0.04 -0.12 -0.24
C -0.04 0.00 0.01
C 0.00 -0.01 -0.04
C 0.04 0.00 0.03
C -0.03 -0.04 -0.13
C -0.05 -0.05 0.09
C -0.05 0.01 0.06
N 0.48 0.11 -0.24
O -0.16 -0.07 0.09
O -0.22 -0.05 0.17
H -0.01 0.00 0.00
H 0.00 0.01 0.00
H 0.02 -0.01 0.02
H -0.04 -0.03 0.01
O 0.13 0.03 -0.09
C 0.21 0.04 0.00
O -0.23 -0.13 0.06
C 0.01 0.14 0.08
C -0.01 -0.01 -0.02
C -0.08 0.07 0.04
C 0.05 0.04 0.01
C -0.03 -0.09 -0.03
C -0.01 -0.08 0.04
N -0.01 0.02 -0.03
O 0.02 -0.02 0.01
O 0.02 0.02 0.01
H 0.06 0.07 0.06
H 0.01 -0.02 -0.01
H 0.01 0.01 0.00
H 0.00 0.03 0.01